#A
Density functional theory data (ωB97M-V/def2-TZVPD) for a 8-piece molecular cluster, BrH14O7 overall.

Last column: Löwdin charge in e.
Geometry (Å):
Br -25.181 45.141 36.514  0.095
O -23.846 42.719 34.524  -0.071
H -24.292 43.394 34.903  -0.176
H -23.415 43.125 33.733  0.066
O -21.693 43.648 36.663  -0.131
H -22.148 42.962 37.149  0.007
H -22.442 44.235 36.257  0.019
O -24.116 46.382 39.680  0.021
H -24.544 46.337 38.929  -0.144
H -24.376 47.237 39.783  -0.018
O -26.326 41.726 37.826  -0.035
H -25.538 41.586 38.135  -0.089
H -25.939 42.560 37.378  0.023
O -25.201 48.583 36.820  -0.143
H -25.424 47.656 36.553  -0.087
H -25.959 48.794 37.428  0.044
O -28.554 44.521 37.134  -0.103
H -28.496 43.872 37.700  -0.100
H -27.533 44.833 36.961  -0.026
O -27.415 44.957 33.705  -0.137
H -28.392 44.760 33.852  0.059
H -26.989 44.981 34.589  -0.073

Summary:
Molar mass: 206.01 u
Charge: -1

#B
Density functional theory data (ωB97M-V/def2-TZVPD) for BrH14O7 as an isolated structure.

Last column: Löwdin charge in e.
Geometry (Å):
Br 0.028 -0.099 -0.404  1.015
O 0.814 -1.409 1.607  -0.152
H 0.649 -0.662 1.033  -0.224
H 1.204 -1.027 2.393  0.028
O 1.618 1.700 -1.576  -0.150
H 0.862 1.247 -1.203  -0.215
H 1.301 2.584 -1.762  0.020
O -1.356 2.368 -0.704  -0.119
H -1.078 1.460 -0.580  -0.150
H -1.493 2.700 0.183  0.040
O -2.657 0.405 -0.109  -0.136
H -3.057 -0.383 0.259  0.034
H -1.851 0.094 -0.522  -0.135
O -1.294 -2.304 -0.052  -0.146
H -0.992 -1.423 -0.274  -0.242
H -1.238 -2.343 0.903  0.020
O 1.819 -2.396 -0.938  -0.105
H 2.400 -2.224 -1.679  0.019
H 1.352 -1.572 -0.803  -0.128
O 0.805 1.322 1.667  -0.138
H 0.572 1.164 0.752  -0.158
H 1.593 0.797 1.808  0.023

Summary:
Molar mass: 206.01 u
Charge: -1

Top of the stability list: #A, leading by 0.1320 hartree.

#A
Density functional theory data (ωB97M-V/def2-TZVPD) for the molecule C7H10N2O2.

Last column: Löwdin charge in e.
Geometry (Å):
C 1.446 0.745 -0.863  -0.072
N 1.059 0.508 0.491  -0.275
C 0.357 1.566 1.135  -0.084
C 1.662 -0.532 1.169  -0.143
N 3.089 -0.314 1.524  0.050
C 4.050 -1.159 0.965  -0.410
O 3.839 -1.902 0.012  0.096
C 5.250 -0.899 1.758  0.051
C 5.040 0.177 2.548  0.059
C 3.664 0.683 2.335  -0.365
O 3.139 1.733 2.701  0.099
H 1.011 1.695 -1.178  0.080
H 2.538 0.761 -0.933  0.083
H 1.106 -0.049 -1.535  0.087
H 0.134 2.321 0.378  0.080
H -0.583 1.254 1.590  0.080
H 0.964 1.999 1.929  0.064
H 1.097 -0.803 2.076  0.149
H 1.725 -1.405 0.489  0.134
H 6.102 -1.548 1.641  0.120
H 5.720 0.650 3.239  0.118

Summary:
SMILES: CN(C)CN1C(=O)C=CC1=O
Molar mass: 154.17 u

#B
Density functional theory data (ωB97M-V/def2-TZVPD) for the molecule C7H10N2O2.

Last column: Löwdin charge in e.
Geometry (Å):
C 2.443 1.537 0.052  -0.095
C 2.355 0.023 0.460  -0.279
C 1.466 -0.808 -0.348  -0.190
C 0.009 -0.678 -0.231  -0.252
C -0.813 0.493 -0.165  0.103
C -2.141 -0.094 -0.073  -0.194
C -3.428 0.580 -0.062  -0.523
O -3.684 1.735 -0.311  0.116
O -4.399 -0.183 0.421  0.108
N -2.131 -1.448 0.054  0.105
N -0.790 -1.727 -0.179  0.047
H 3.205 1.549 -0.726  0.066
H 2.614 2.150 0.970  0.088
H 1.487 1.850 -0.418  0.055
H 3.497 -0.320 0.429  0.153
H 1.989 0.057 1.469  0.094
H 1.539 -1.887 -0.119  0.123
H 1.841 -0.554 -1.393  0.151
H -0.482 1.488 -0.089  0.085
H -4.002 -1.097 0.359  0.106
H -0.575 -2.665 -0.100  0.132

Summary:
SMILES: CCCc1cc(C(=O)O)n[nH]1
Molar mass: 154.17 u

Top of the stability list: #A, leading by 0.0041 hartree.